71
Properties=species:S:1:pos:R:3:forces:R:3:lowdin_charge:R:1 method="wB97M-V/def2-TZVPD" orbital_gap_ev=6.6014 total_charge=-1
C 3.5138 -1.5788 2.9917 0.108 -0.042 -0.114 -0.157
C 2.0288 1.6667 -2.2903 0.560 -0.633 0.790 -0.169
H 2.2897 -0.6040 1.5387 -0.088 0.009 -0.103 0.096
C 3.0074 2.5002 -2.9430 0.314 0.035 -0.101 -0.106
C -2.6128 -3.9912 -0.0449 -0.148 0.424 0.614 -0.306
C 4.7981 1.2513 -1.8553 -0.260 -0.464 0.335 -0.032
C -1.4396 2.2214 -2.1475 -0.784 0.771 -0.599 -0.191
O -0.2598 0.2585 2.1533 -0.316 -0.265 -0.593 -0.128
H -2.9855 0.6882 1.6234 0.034 0.014 -0.053 0.085
C 4.3893 2.2631 -2.7679 -0.324 0.414 -0.309 -0.187
H 3.0721 -1.4086 6.3514 0.024 -0.044 0.019 0.086
H -4.7027 -2.2341 -0.2872 -0.082 0.177 -0.058 0.050
C -4.0726 -4.2013 0.3196 -0.083 0.048 -0.130 -0.314
O 0.1320 1.6133 3.8787 0.010 0.295 0.350 0.013
C -3.4194 1.1735 0.7501 -0.254 -0.031 0.273 -0.085
C 2.4801 0.5371 -1.5113 -1.041 -0.450 0.047 -0.355
C -4.9908 -3.2680 -0.4602 0.032 -0.175 0.182 -0.114
H -0.9923 -4.3816 2.4769 0.088 0.005 -0.005 0.094
H 3.2151 5.0889 -5.1396 -0.054 -0.011 -0.022 0.094
H -2.8314 4.3358 -4.4223 0.002 0.027 -0.052 0.093
C 3.8900 0.4584 -1.2391 0.820 -0.040 -0.230 -0.010
H -4.7410 4.1471 -2.8460 -0.081 -0.033 -0.071 0.093
C 2.8962 -1.2384 5.2985 0.049 -0.026 0.128 -0.162
H -1.2556 -1.4637 3.3383 -0.041 0.118 0.002 0.058
C -0.6153 -3.3539 2.5334 -0.078 -0.007 0.138 -0.280
H 0.3683 -3.3948 3.0101 0.003 -0.049 -0.099 0.107
H -2.5762 -2.5875 3.0382 -0.152 0.015 0.112 0.047
O -1.7431 -1.6461 -0.8675 0.081 0.734 -1.277 -0.556
Ag -0.2210 0.1381 -0.1435 -0.085 0.104 0.659 0.770
I 5.3391 -3.0394 4.9551 -0.385 0.289 -0.142 0.752
H 5.6237 4.5982 -4.9081 0.047 0.025 0.036 0.090
H -4.2304 0.5544 0.3444 0.056 0.075 -0.030 0.094
C -3.8286 3.5921 -2.6798 0.045 -0.088 0.045 -0.108
C -0.4541 -2.7628 1.1430 -0.225 0.063 0.028 -0.343
H 5.8583 1.1191 -1.6784 0.064 -0.038 0.054 0.108
H 6.3722 2.8449 -3.3424 0.068 -0.039 -0.009 0.103
H -3.8212 2.1464 1.0494 0.037 -0.042 0.015 0.095
H -0.7481 3.1098 -3.9597 0.062 -0.062 0.009 0.092
H 4.1712 -2.0153 2.2534 0.037 -0.021 -0.017 0.088
C -2.7576 3.7075 -3.5451 -0.155 0.212 -0.047 -0.114
C -2.5544 2.0879 -1.2853 0.489 -0.220 0.030 -0.205
O 1.7190 -0.3660 -1.0444 1.099 0.423 -0.425 -0.117
C 5.3158 3.0361 -3.4837 0.021 0.029 0.001 -0.056
C -1.5846 3.0280 -3.2829 0.016 -0.199 0.274 -0.028
C 3.5374 4.2890 -4.4848 -0.073 -0.058 0.003 -0.099
H -4.3547 -5.2386 0.1172 0.044 -0.022 0.088 0.104
H 0.1113 -1.8283 1.1968 -0.074 -0.049 0.059 0.039
H -6.0251 -3.4020 -0.1499 -0.099 0.073 -0.014 0.069
H 1.2074 0.0452 5.6078 -0.058 0.064 0.055 0.115
H -2.4612 -4.0396 -1.1216 0.167 0.140 -0.061 0.095
C -1.5507 -2.5082 3.3923 0.172 -0.142 0.182 -0.114
N 0.7868 2.1385 -2.3500 -2.301 -0.157 -0.152 0.074
N -0.2704 1.5179 -1.9178 2.200 0.178 -0.159 0.000
C 1.6067 -0.2088 3.5353 -0.260 0.327 0.008 -0.121
C 2.6129 3.5385 -3.8017 -0.006 0.233 -0.098 -0.032
C 2.4516 -0.7813 2.5945 -0.155 0.008 -0.111 -0.026
C 3.7159 -1.8014 4.3388 0.514 -0.409 0.221 -0.712
H -1.5111 -2.8306 4.4306 -0.069 -0.038 0.103 0.073
H -1.9802 -4.7228 0.4523 0.124 -0.006 0.018 0.075
O -2.3713 1.3136 -0.1728 -0.050 0.457 -0.504 -0.159
H 4.2008 -0.3436 -0.5810 -0.006 0.028 0.070 0.106
H -4.9223 -3.4659 -1.5278 0.013 0.033 -0.114 0.078
H -4.1968 -4.0294 1.3921 -0.050 -0.088 0.024 0.098
H 1.5572 3.7354 -3.9020 -0.030 0.035 -0.045 0.088
C 0.3960 0.6643 3.1494 0.362 -0.270 0.245 -0.666
S -2.0634 -2.2625 0.4303 0.191 -1.855 0.502 0.910
C 4.9010 4.0227 -4.3439 0.269 0.087 -0.040 -0.116
H 0.0316 -3.4356 0.4361 -0.044 0.019 -0.111 0.102
C -3.7280 2.7632 -1.5692 -0.197 0.062 0.124 -0.036
H -4.5743 2.6720 -0.9074 -0.061 -0.028 0.081 0.096
C 1.8510 -0.4324 4.8842 -0.054 0.049 -0.033 -0.029

***

67
Properties=species:S:1:pos:R:3:forces:R:3:lowdin_charge:R:1 method="wB97M-V/def2-TZVPD" multiplicity=5 orbital_gap_ev="1.5771 / 5.8051" total_charge=-2 s_squared=6.05 e_above_lowest_kcal_mol=0.00
H 2.2372 0.7044 2.3617 -0.129 0.229 0.375 0.102
H -0.0414 1.5479 -5.5458 0.036 -0.182 -0.123 0.078
C -0.5177 -2.2755 -0.4592 1.729 -0.866 -0.441 -0.220
C 1.9584 1.4259 3.1370 0.177 -0.048 0.281 -0.030
C 0.0946 0.5763 -6.0450 0.361 0.279 -0.283 -0.106
C 1.2819 3.2395 5.1533 0.044 -0.222 -0.326 -0.234
C 0.2793 2.6227 4.3980 0.380 0.053 0.176 -0.093
H 1.0997 -1.8287 -5.7619 -0.182 -0.163 0.065 0.076
C 1.4060 -3.1606 -1.4878 -0.842 -0.727 0.564 -0.138
H 2.9443 -1.4904 -2.8219 0.125 0.310 0.056 0.092
H 1.0020 3.9456 5.9348 0.089 -0.118 -0.161 0.035
H -0.7745 2.8507 4.5903 0.349 -0.091 -0.048 0.089
C 2.3015 0.9756 -0.6096 1.754 0.179 -0.057 -0.190
H -0.4962 -2.3718 -6.3145 0.069 -0.209 -0.083 0.074
H -4.9300 -0.1261 3.7819 0.222 -0.064 0.136 0.089
C 2.9005 -0.2951 -0.8902 0.373 0.928 0.432 -0.215
H -2.3290 -1.2410 -4.4865 0.062 0.145 0.098 0.112
H 2.4432 -3.4346 -1.6760 -0.321 0.038 -0.024 0.092
C -1.7691 -0.3021 -4.6009 -0.979 0.295 -0.159 -0.191
C -3.8884 -0.1312 4.1048 0.444 -0.021 0.092 -0.104
C 2.9639 2.0462 3.8925 -0.361 0.066 -0.110 -0.159
C -0.8534 1.3363 0.3747 0.430 -0.657 0.184 -0.502
H -2.3161 0.2850 -2.5459 -0.106 0.286 -0.138 0.101
C 1.8219 0.4445 -2.8079 1.896 1.364 -0.941 -0.207
C -0.4933 -0.5368 -5.2833 -0.008 0.378 -0.364 -0.383
H -1.4960 2.6832 1.8026 0.293 -0.295 0.171 0.145
H 2.4011 1.5353 0.3166 -0.300 -0.320 -0.161 0.093
H -3.1866 0.7631 2.2581 0.142 -0.186 0.399 0.114
C -0.5096 0.9344 2.6881 -0.125 0.616 0.108 -0.283
C 1.5753 1.3919 -1.7663 0.242 -0.279 -0.820 -0.185
H 3.4101 3.3981 5.5174 -0.219 -0.089 -0.158 0.038
C -1.2065 -0.1127 4.8918 -0.230 -0.039 0.078 -0.023
C 2.6131 -0.6166 -2.2742 0.092 -0.059 -0.994 -0.238
C 0.9522 -2.4422 -0.2909 -0.655 -2.040 0.259 -0.352
N -1.1024 1.7600 1.6592 -0.511 0.932 -0.576 0.132
C -1.4638 0.2927 -3.2398 1.597 -1.126 0.973 -0.312
H -4.2870 -1.0216 6.0363 0.176 0.140 -0.154 0.084
H 0.2968 -4.0734 -3.1789 0.065 0.455 0.118 0.080
H -2.3898 0.4058 -5.1730 -0.175 -0.065 -0.153 0.105
C -3.5248 -0.6228 5.3640 -0.009 0.052 -0.179 -0.128
Ir 0.7777 -0.6406 -1.1366 -1.173 2.203 2.150 1.340
C 0.2884 -3.4502 -2.2832 -0.398 -0.765 0.052 -0.177
C -2.1833 -0.6095 5.7597 0.093 0.140 -0.359 -0.112
H 3.4893 -0.8953 -0.2030 -0.090 0.220 -0.128 0.106
C 0.0355 -1.8773 -5.4801 0.466 -0.817 -0.179 -0.083
O 0.5145 -1.2446 2.3018 -0.304 1.147 -0.309 0.040
C 0.6157 1.6778 3.4190 -0.038 -0.057 0.100 -0.153
H -1.8846 -0.9791 6.7422 -0.137 0.056 -0.272 0.086
H 1.4605 -2.4248 0.6671 -0.153 -0.213 -0.170 0.083
H -1.1999 -2.0372 0.3541 0.254 0.117 -0.430 0.104
C -0.8693 -2.8979 -1.6949 0.123 -1.487 0.127 -0.133
O -0.4313 -0.5690 -2.7985 -2.187 0.049 -1.378 -0.436
H 1.1694 0.4103 -6.2220 -0.216 0.177 0.031 0.069
H 4.0047 1.8086 3.6708 -0.213 0.131 0.112 0.061
H 1.5261 0.5541 -3.8473 -0.194 -0.235 0.506 0.090
C 0.0365 -0.2111 1.8305 -0.099 -0.650 -1.082 -0.425
H -0.3823 0.6493 -7.0420 0.059 0.177 -0.046 0.072
N -0.1617 0.1042 0.4996 -0.967 1.256 1.676 -0.020
C 2.6271 2.9369 4.9119 -0.222 -0.078 -0.102 -0.252
H -1.8928 -3.0231 -2.0408 0.302 0.177 -0.135 0.095
C -1.5717 0.3948 3.6391 0.114 -0.168 0.113 -0.146
O -1.1646 1.9038 -0.6719 0.128 -0.433 1.462 0.012
H 0.9644 2.2839 -1.8685 0.162 -0.299 0.149 0.104
H -0.1520 -0.1059 5.1843 -0.415 -0.012 -0.099 0.124
H -1.0573 1.3153 -3.3382 -0.430 0.133 0.000 0.097
C -2.9058 0.3707 3.2406 -0.418 -0.046 0.308 -0.031
H -0.0610 -2.5261 -4.5973 -0.043 0.398 -0.212 0.051

***

69
Properties=species:S:1:pos:R:3:forces:R:3:lowdin_charge:R:1 method="wB97M-V/def2-TZVPD" orbital_gap_ev=7.7686 total_charge=0 e_above_lowest_kcal_mol=621.63
H -3.4739 -1.8228 -2.2842 1.209 1.236 -0.377 0.147
H -6.1349 0.5419 -9.0355 0.189 4.552 -2.620 0.040
C 5.4256 1.3112 5.8222 -3.764 -8.183 0.601 0.029
O 0.4774 -2.5143 3.9989 1.795 4.468 0.072 -0.049
C 4.0453 2.9353 5.0980 -8.124 2.994 -5.240 -0.080
H -0.8119 -2.4888 -0.4976 1.507 1.062 1.532 0.163
C 3.1756 0.8397 4.9653 1.691 -18.163 3.606 -0.277
C -0.0403 -0.8845 -1.5269 -0.004 3.173 1.572 -0.023
H -4.1061 0.6115 -2.9313 -2.403 1.019 1.412 0.080
O 0.6389 -1.9275 -3.6574 -2.653 2.904 2.591 -0.058
C -2.4927 -1.0347 -5.4928 -6.863 -0.821 4.678 0.055
C -3.2954 0.2111 -3.4014 -0.334 -6.259 -1.339 -0.062
C 5.1035 2.5708 5.6947 1.135 -1.555 0.119 -0.453
O 3.5493 4.2823 4.7589 1.173 -4.691 1.092 -0.050
C -6.4974 -1.3441 -8.8238 -0.428 -0.982 -1.005 -0.210
C 2.2805 -0.2893 4.5041 -2.408 5.357 -5.713 0.076
C 0.4038 0.5200 -1.3810 -3.332 -5.503 -13.599 -0.064
H 4.5253 -0.7136 5.7072 0.032 0.639 0.320 0.122
H -0.4329 -3.7402 1.3698 2.980 -3.983 -1.976 0.036
N -0.0836 -1.7692 2.0664 2.453 4.182 -4.298 -0.045
H -1.0688 -2.4831 -4.9963 -2.735 0.174 1.203 0.204
O 5.9266 3.3867 6.0643 6.775 7.922 3.243 0.003
C 1.4124 -0.2001 3.3120 2.120 -1.616 5.365 -0.361
H -6.7768 -1.5799 -9.7834 -0.993 0.381 -2.447 0.090
N -1.4638 -1.5689 -3.3001 -15.599 1.951 0.933 -0.042
H 6.1418 0.9683 6.4947 1.736 -0.322 0.379 0.103
H 2.3646 -1.2096 4.8866 0.048 -3.223 1.763 0.057
H -5.0035 -2.0344 -4.3378 -0.075 -2.371 0.865 0.067
H -2.5737 0.9616 -3.4640 1.418 1.031 -0.991 0.100
H -1.7501 -2.7436 1.3043 -0.548 0.536 -0.194 0.079
H 4.2950 5.2914 6.4139 0.505 -0.546 3.676 0.051
H 7.5653 3.9411 7.1327 1.133 4.062 1.009 0.063
S 1.1991 1.2197 2.2818 -0.877 -2.361 -0.915 1.057
C 7.0720 3.1239 6.8559 -1.269 -1.851 -3.142 0.008
C -6.4344 -2.4487 -8.0794 2.779 -9.003 8.042 -0.102
C 4.3863 0.3715 5.5940 1.126 0.415 -0.404 0.066
H -3.1284 -1.2697 -6.3435 1.614 -0.572 -0.799 0.121
C -4.9165 -1.0324 -4.6531 -11.895 -3.115 -1.543 -0.354
H 0.5962 1.1628 -2.3344 -0.814 -1.284 1.523 0.167
H 5.3800 5.5447 4.7202 -2.409 -1.667 2.660 0.183
H -1.9785 -0.1608 -5.3283 1.998 1.648 -1.079 0.097
H -5.8973 -0.5880 -4.0224 2.740 -0.162 -1.204 0.200
C -6.1077 -0.1897 -8.3909 3.058 -1.497 7.430 0.030
C 1.0308 0.7960 -0.3746 2.725 7.236 8.449 -0.199
H 3.8340 6.1360 5.0257 -0.450 0.084 0.785 0.080
H 7.8291 2.5846 6.3468 0.528 -0.948 -1.104 0.102
C -0.8002 -2.9250 1.7617 -4.348 1.811 8.630 -0.085
H -1.0415 -3.1750 3.0615 0.280 -0.128 -4.069 0.202
C -0.3504 -1.3724 -2.9386 13.460 -3.190 1.068 -0.444
C 0.3021 -1.0340 0.7934 -1.399 -0.668 9.495 -0.216
C 0.6663 0.2368 0.7872 3.802 1.757 4.093 -0.372
H 6.8425 2.5759 7.6679 -1.030 -1.815 3.027 0.070
H -2.2845 -0.4150 -1.6344 -0.985 -1.637 -0.704 0.130
H -5.3514 0.9357 -6.5780 0.534 -1.670 -0.079 0.141
H -2.6854 -2.9761 -4.2209 -0.587 0.934 -0.147 0.144
C -5.8078 -2.5873 -6.6900 -1.710 6.075 -2.397 0.087
C -5.4473 -0.1627 -6.8797 -3.172 13.265 -11.948 -0.065
H 1.2341 1.8613 -0.2192 1.074 -0.111 -0.394 0.124
C -0.1954 -1.5587 -0.2364 -3.122 -3.853 -12.892 -0.003
H 2.2545 2.3604 4.1181 0.519 0.207 0.100 0.100
C 4.2747 5.2011 5.4166 2.710 5.922 -7.202 -0.171
C -2.7242 -0.9963 -2.5297 2.044 2.741 1.965 -0.027
H -5.7663 -3.3649 -5.8800 -0.219 0.368 -1.632 0.089
C 3.1462 1.9626 4.6181 -2.344 16.188 -3.749 -0.059
C -5.4468 -1.0857 -6.1375 -0.337 -14.805 7.495 -0.269
C -2.1779 -2.0183 -4.4010 8.427 -5.327 -6.741 -0.194
N -3.8047 -0.5127 -4.6492 11.143 9.607 1.312 -0.202
C 0.5926 -1.4810 3.2201 -1.086 -5.000 0.289 -0.355
H -6.6298 -3.5932 -8.3576 -0.144 2.980 -0.455 0.130

***

69
Properties=species:S:1:pos:R:3:forces:R:3:lowdin_charge:R:1 method="wB97M-V/def2-TZVPD" orbital_gap_ev=8.8871 total_charge=0 e_above_lowest_kcal_mol=0.00 smiles="Cc1ccc([C@@H](C(=O)NCc2ccco2)N(C(=O)CNC(=O)c2cccs2)c2c(C)cc(C)cc2C)cc1"
C -1.3470 -0.8330 -1.3519 0.106 0.024 0.106 -0.188
O -2.4275 -3.7568 -1.3243 -0.073 0.013 -0.080 0.066
C 2.7720 3.2531 2.8070 0.125 0.914 0.191 -0.123
H -4.9246 -0.0598 0.3607 -0.118 -0.015 -0.011 0.078
H -4.1592 1.4476 0.8571 -0.079 0.069 0.017 0.082
C 4.7628 1.1729 0.6877 -0.237 -0.104 0.206 -0.082
H -1.9054 -0.2151 2.4107 -0.039 -0.012 0.150 0.124
H -1.5850 -0.2907 -3.4035 0.019 0.052 -0.074 0.086
C 0.3073 2.6090 -2.9462 -0.076 0.110 0.027 -0.034
O 3.2508 -1.1766 0.5964 0.049 -0.241 0.225 0.082
C 4.2206 2.3048 1.4987 0.742 0.502 -0.339 -0.263
C -1.7508 -0.3774 1.3528 0.093 0.081 -0.153 -0.025
C 1.2403 0.9481 -1.4745 0.040 0.099 -0.183 -0.196
C -4.1147 0.3620 0.9511 0.051 0.060 -0.008 -0.044
C 4.6169 3.6030 1.6333 -0.039 -0.671 -0.127 -0.024
C 0.3356 -3.8381 -1.1185 0.104 -0.233 -0.274 -0.045
C -4.0909 -3.2899 0.9933 0.457 -0.111 -0.226 -0.102
C 1.9241 -0.3770 -1.2711 0.104 -0.246 -0.122 -0.122
C -0.3093 -1.0496 -0.4405 -0.534 0.101 0.091 -0.166
H -1.9055 4.4942 -1.9754 -0.078 0.069 -0.009 0.085
C 3.0451 -0.3103 -0.2209 0.003 0.124 -0.423 -0.425
O 2.3192 -2.8921 -2.0010 0.069 -0.162 -0.070 0.072
H 2.4171 -0.6973 -2.2028 -0.099 0.143 0.217 0.160
H 0.9616 -4.7305 -1.0083 -0.051 0.189 -0.104 0.139
C -1.2066 -1.1241 -2.8145 -0.058 -0.050 -0.027 -0.014
C -2.7889 -0.1407 0.4668 0.036 0.031 -0.048 -0.268
H 5.7159 1.4649 0.2409 -0.060 -0.014 0.149 0.131
N -0.5814 -3.7272 -0.0198 0.302 -0.316 0.116 0.070
H 3.6732 5.2374 2.8240 -0.074 0.200 0.117 0.099
H -0.0913 3.5206 0.2711 -0.028 0.077 0.104 0.115
H -0.2758 -3.9623 -2.0205 0.169 -0.019 0.113 0.137
N 0.9714 -1.4409 -0.9360 0.137 0.448 0.155 0.057
C -0.8330 4.6680 -2.0681 -0.054 -0.029 0.013 -0.050
H 0.1221 -1.6991 2.7691 -0.051 0.016 0.090 0.056
O 3.0926 2.0934 2.2116 -0.067 -0.583 -0.092 0.035
H 1.2697 0.8229 -3.6116 0.035 -0.096 -0.080 0.120
H -4.2688 0.1047 1.9965 -0.061 -0.011 0.064 0.073
H -3.3725 -0.2260 -1.5863 -0.143 0.008 -0.114 0.128
H -0.6411 5.0769 -3.0571 -0.015 0.075 -0.044 0.076
H 1.3923 -1.6399 1.5318 0.029 0.017 0.064 0.061
C 0.8575 1.7294 -0.3889 -0.008 0.079 -0.123 -0.017
H 0.9119 -0.1802 2.3831 0.124 0.041 0.062 0.084
C -0.0916 3.3827 -1.8647 0.050 -0.041 -0.096 -0.273
C -1.9201 -3.6752 -0.2190 0.044 -0.131 -0.139 -0.509
C 1.2970 -2.6791 -1.3760 -0.114 -0.382 -0.012 -0.424
H -0.2006 -3.6284 0.9079 -0.075 0.027 -0.061 0.108
C 0.5428 -1.1118 1.9533 0.023 -0.087 -0.068 -0.028
H 1.8940 3.2630 3.4218 -0.134 -0.103 0.069 0.120
C 0.9660 1.4080 -2.7554 0.104 -0.101 0.142 -0.027
H -0.1775 -1.3191 -3.1001 0.055 0.016 -0.100 0.077
H 1.0822 1.3986 0.6127 0.039 -0.020 0.154 0.108
H -0.5475 5.4031 -1.3188 -0.010 0.090 0.015 0.078
S -2.1150 -3.5482 2.6026 -0.539 -0.065 -0.251 1.063
H 0.0999 2.9487 -3.9508 -0.015 0.057 -0.105 0.112
C -2.7415 -3.5116 0.9871 -0.364 -0.017 0.649 -0.425
N 3.8193 0.7934 -0.3458 0.311 0.223 -0.127 0.092
H -1.8030 -2.0057 -3.0501 0.008 -0.062 -0.075 0.083
H 5.4754 4.0605 1.1862 0.210 0.028 -0.149 0.108
C -0.5118 -0.8333 0.9249 -0.057 0.077 -0.044 -0.223
H -5.6614 -2.9578 2.4931 -0.168 0.026 0.068 0.105
H -4.6623 -3.2348 0.0852 -0.059 0.010 -0.216 0.124
C -4.6220 -3.1411 2.2880 -0.009 0.033 0.196 -0.175
H 4.9014 0.2832 1.3099 0.116 0.143 -0.100 0.132
H 3.5379 1.5116 -0.9964 -0.089 -0.080 0.092 0.145
C -3.6736 -3.2568 3.2548 0.374 -0.021 -0.013 -0.391
C 0.2003 2.9277 -0.5839 0.016 -0.063 0.039 -0.016
C -2.5703 -0.3817 -0.8798 0.083 0.045 0.139 0.005
H -3.7931 -3.1938 4.3185 -0.073 0.010 0.212 0.063
C 3.6743 4.2195 2.4928 -0.479 -0.246 0.236 -0.062

***

Respective E values: -2490.37844 -1601.07607 -2024.27530 -2025.26592 Ha.
Respective max |F| values: 2.3 3.3 18.6 1.0 eV/Å.